98
Properties=species:S:1:pos:R:3 method="wB97M-V/def2-TZVPD" total_charge=+1 de_lowest_kcal_mol=28.3 gap_ev="5.602 / 6.260" largest_force_ha_per_bohr=0.09844 spin_multiplicity=3 e_homo_ev="-8.0 / -10.6" total_energy_ha=-2964.63391
Pt 0.791 -0.237 -0.676
C 0.980 2.287 -4.434
C 2.069 1.730 -3.494
C 3.507 1.740 -4.120
C 2.152 2.268 -2.047
C 1.936 3.721 -1.885
O 1.115 3.904 -0.616
C 0.648 2.678 -0.345
N 1.158 1.705 -1.047
C -0.330 2.635 0.715
C -0.335 3.710 1.576
C -1.222 3.785 2.684
C -2.083 2.726 2.901
C -2.163 1.684 1.976
C -1.289 1.584 0.877
P -1.638 0.095 -0.405
C -2.856 1.271 -1.107
C -4.117 1.542 -0.596
C -4.891 2.563 -1.142
C -4.473 3.320 -2.231
C -3.253 2.970 -2.823
C -2.493 1.925 -2.354
C -2.028 -1.038 -1.916
C -1.140 -1.381 -2.906
C -1.427 -2.288 -3.924
C -2.723 -2.821 -4.025
C -3.679 -2.338 -3.083
C -3.363 -1.557 -2.028
H 0.653 1.514 -5.149
H 1.396 3.107 -5.067
H 0.056 2.531 -3.881
H 1.753 0.698 -3.365
H 3.719 2.735 -4.527
H 3.574 0.935 -4.886
H 4.309 1.580 -3.364
H 3.126 1.993 -1.696
H 1.237 4.193 -2.603
H 2.835 4.332 -1.806
H 0.339 4.562 1.457
H -1.184 4.753 3.203
H -2.655 2.548 3.808
H -2.833 0.846 2.148
H -4.495 0.992 0.265
H -5.879 2.649 -0.715
H -5.041 4.168 -2.569
H -2.875 3.610 -3.651
H -1.628 1.604 -2.904
H -0.157 -0.971 -2.981
H -0.730 -2.409 -4.709
H -3.009 -3.583 -4.692
H -4.730 -2.642 -3.230
H -4.150 -1.261 -1.375
N 3.673 -4.481 -2.322
C 2.562 -4.022 -1.677
C 2.233 -2.653 -1.694
N 1.181 -2.191 -1.002
C 0.455 -3.116 -0.303
C 0.845 -4.473 -0.223
N 1.850 -4.958 -1.008
H 4.209 -3.988 -3.020
H 3.851 -5.477 -2.359
H 2.893 -1.963 -2.208
H -0.458 -2.845 0.159
H 0.333 -5.225 0.382
O -2.712 -3.054 0.405
C -2.666 -2.045 1.161
O -2.409 -0.755 0.771
C -2.927 -2.287 2.574
C -2.396 -1.393 3.495
C -2.662 -1.640 4.856
C -3.338 -2.753 5.264
C -3.779 -3.717 4.333
C -3.518 -3.494 2.993
H -1.873 -0.488 3.164
H -2.209 -0.943 5.610
H -3.521 -2.929 6.335
H -4.238 -4.611 4.691
H -3.696 -4.190 2.187
C 3.335 -2.719 2.686
C 2.258 -1.633 2.562
N 2.762 -0.278 2.681
C 3.252 0.390 1.646
S 3.241 -0.394 0.085
N 3.645 1.652 1.850
C 3.395 2.443 3.033
C 4.204 1.982 4.283
H 2.725 -3.629 2.743
H 3.865 -2.532 3.618
H 3.988 -2.591 1.835
H 1.539 -1.821 3.354
H 1.741 -1.672 1.548
H 2.826 0.197 3.589
H 3.903 2.117 0.997
H 2.326 2.403 3.315
H 3.662 3.452 2.744
H 4.313 0.896 4.280
H 3.621 2.327 5.128
H 5.230 2.433 4.222

94
Properties=species:S:1:pos:R:3 method="wB97M-V/def2-TZVPD" total_charge=0 de_lowest_kcal_mol=6.5 gap_ev=5.410 largest_force_ha_per_bohr=0.01538 e_homo_ev=-5.9 total_energy_ha=-2144.68678
Rb 0.013 1.855 -0.367
C -4.414 3.152 0.009
C -3.058 2.971 -0.320
N -2.089 3.065 0.552
C -2.354 3.362 1.851
C -3.678 3.600 2.268
C -4.705 3.467 1.305
C -3.945 3.985 3.609
C -2.884 4.152 4.445
C -1.549 3.890 4.058
C -1.215 3.430 2.785
N -0.011 3.075 2.267
C 1.151 2.914 2.946
C 1.386 2.838 4.320
C 2.650 2.499 4.855
C 3.739 2.233 4.084
C 3.585 2.294 2.673
C 4.645 1.981 1.791
C 4.459 2.002 0.438
C 3.186 2.375 -0.031
N 2.190 2.692 0.758
C 2.340 2.643 2.109
H -5.185 3.056 -0.743
H -2.768 2.737 -1.350
H -5.731 3.631 1.617
H -4.962 4.174 3.928
H -3.056 4.493 5.460
H -0.785 4.101 4.783
H 0.582 2.954 5.022
H 2.736 2.434 5.935
H 4.697 1.970 4.514
H 5.606 1.707 2.213
H 5.252 1.751 -0.253
H 2.993 2.423 -1.106
C -1.295 -3.471 -1.491
C -0.206 -3.496 -0.417
C -0.413 -4.737 0.450
C 1.153 -3.622 -1.111
Sb -0.217 -1.544 0.541
C 1.311 -1.658 2.091
C 2.612 -1.244 1.389
C 1.509 -3.010 2.761
C 1.023 -0.606 3.166
C -2.167 -1.396 1.512
C -3.133 -0.938 0.409
C -2.695 -2.673 2.153
C -2.138 -0.280 2.561
H -1.189 -4.354 -2.133
H -1.241 -2.587 -2.133
H -2.296 -3.507 -1.061
H -0.383 -5.626 -0.194
H -1.376 -4.743 0.957
H 0.361 -4.861 1.204
H 1.150 -4.511 -1.755
H 1.971 -3.744 -0.399
H 1.389 -2.757 -1.739
H 2.911 -1.930 0.594
H 3.422 -1.221 2.127
H 2.550 -0.240 0.961
H 1.920 -3.753 2.075
H 0.589 -3.414 3.190
H 2.230 -2.898 3.581
H 0.681 0.354 2.774
H 1.946 -0.405 3.722
H 0.280 -0.949 3.886
H -3.220 -1.642 -0.418
H -2.847 0.032 -0.004
H -4.132 -0.812 0.844
H -2.923 -3.442 1.412
H -3.631 -2.451 2.681
H -2.003 -3.100 2.882
H -1.643 0.635 2.224
H -1.659 -0.588 3.489
H -3.171 -0.006 2.804
N 2.202 -4.347 -9.321
C 1.904 -3.494 -8.612
C 1.528 -2.422 -7.714
C 1.136 -1.190 -8.220
C 0.776 -0.166 -7.361
C 0.804 -0.372 -5.988
C 1.194 -1.605 -5.478
C 1.556 -2.625 -6.339
N 0.427 0.679 -5.105
C -0.116 1.908 -5.442
C -0.335 2.553 -4.271
N 0.057 1.765 -3.205
C 0.505 0.664 -3.744
H 1.115 -1.029 -9.289
H 0.482 0.787 -7.774
H 1.212 -1.793 -4.415
H 1.857 -3.584 -5.942
H -0.301 2.199 -6.458
H -0.750 3.536 -4.130
H 0.896 -0.179 -3.198

100
Properties=species:S:1:pos:R:3 method="wB97M-V/def2-TZVPD" total_charge=+2 de_lowest_kcal_mol=44.9 gap_ev="5.318 / 7.077" largest_force_ha_per_bohr=0.04370 spin_multiplicity=6 e_homo_ev="-12.7 / -12.7" total_energy_ha=-6227.51793
Dy 8.696 10.051 12.549
N 8.956 12.320 13.814
C 7.636 13.003 13.921
C 6.494 12.028 14.015
N 6.510 11.013 12.930
H 9.354 12.277 14.736
H 9.536 12.889 13.180
H 7.465 13.605 13.006
H 7.597 13.676 14.779
H 5.522 12.612 14.037
H 6.532 11.540 14.998
H 6.271 11.449 12.030
H 5.782 10.316 13.131
Br 10.008 13.626 11.005
C 9.207 12.378 9.827
C 8.933 12.846 8.546
C 8.262 11.979 7.640
C 7.961 10.677 8.031
C 8.260 10.301 9.352
N 8.898 11.124 10.238
C 7.738 8.925 9.859
O 7.025 8.249 9.172
O 8.119 8.728 11.107
H 9.199 13.861 8.299
H 8.022 12.311 6.603
H 7.486 9.876 7.463
C 13.861 10.632 12.383
C 13.035 11.141 13.569
P 12.213 9.939 14.770
C 13.600 8.910 15.274
C 13.518 7.547 15.054
C 14.625 6.760 15.308
C 15.765 7.296 15.897
C 15.820 8.645 16.166
C 14.785 9.481 15.819
C 12.022 11.026 16.281
C 11.722 12.378 16.201
C 11.075 13.004 17.284
C 10.800 12.295 18.463
C 11.317 10.992 18.606
C 11.869 10.325 17.508
P 12.918 10.836 10.794
C 14.327 10.864 9.626
C 14.363 11.890 8.691
C 15.372 11.916 7.767
C 16.232 10.824 7.541
C 16.221 9.869 8.514
C 15.232 9.816 9.517
C 12.464 9.076 10.440
C 12.314 8.677 9.098
C 11.921 7.379 8.794
C 11.785 6.418 9.812
C 12.036 6.811 11.129
C 12.307 8.137 11.446
H 14.179 9.587 12.515
H 14.759 11.292 12.302
H 12.201 11.785 13.222
H 13.731 11.772 14.132
H 12.600 7.166 14.596
H 14.587 5.695 14.982
H 16.600 6.659 16.095
H 16.724 9.104 16.502
H 14.804 10.556 15.942
H 11.988 12.967 15.331
H 10.810 14.068 17.211
H 10.249 12.808 19.270
H 11.215 10.418 19.526
H 12.238 9.297 17.609
H 13.609 12.704 8.745
H 15.458 12.778 7.103
H 16.940 10.818 6.733
H 16.994 9.123 8.476
H 15.298 8.986 10.256
H 12.560 9.409 8.342
H 11.660 7.086 7.790
H 11.550 5.380 9.588
H 11.978 6.055 11.930
H 12.384 8.488 12.497
C 8.232 8.801 15.426
N 8.078 7.748 16.405
C 6.860 6.954 16.057
N 6.960 6.373 14.726
C 7.106 7.459 13.758
N 8.329 8.241 14.084
C 9.506 7.344 13.981
N 9.398 6.285 14.969
C 9.226 6.854 16.309
C 8.175 5.517 14.659
H 9.150 9.390 15.633
H 7.357 9.469 15.538
H 6.007 7.594 16.067
H 6.776 6.166 16.806
H 6.240 8.137 13.847
H 7.218 7.030 12.743
H 10.477 7.860 14.089
H 9.510 6.789 13.004
H 10.116 7.402 16.573
H 9.156 5.999 17.009
H 8.062 4.715 15.435
H 8.321 5.053 13.690